# 1
Formula: C6H10N2
Source: OMol25
Level of theory: ωB97M-V/def2-TZVPD

```
18
C6H10N2, DFT ωB97M-V/def2-TZVPD
H -0.102 0.622 -2.241
H -0.628 -1.050 2.273
H 0.765 -1.774 1.754
H -1.909 -0.237 -1.029
C 0.283 0.423 1.157
H 1.380 -0.890 -1.582
C -0.303 0.904 -1.250
C 0.108 -1.056 1.441
C 1.007 0.586 -0.299
H -0.833 1.921 0.318
H 0.758 0.818 2.087
N 1.187 -0.856 -0.640
H 1.947 1.140 -0.495
C -0.099 -1.194 -0.088
C -1.052 0.065 -0.486
H -0.701 -2.117 -0.625
N -1.072 0.893 0.737
H -0.735 1.803 -1.033
```

Calculated values
- Strongest force on any atom: 6.52 eV/A
- Relative energy (zero: lowest compared OMol25 entry of this formula, charge and spin): 477.9 kJ/mol
- SMILES string: C1[C@@H]2N[C@H]3C[C@@H]2N[C@@H]13
- Frontier orbital gap: 10.09 eV
- DFT total energy: -343.95469 Eh
- Highest occupied orbital energy: -9.106 eV



# 2
Formula: C6H10N2
Source: OMol25
Level of theory: ωB97M-V/def2-TZVPD

```
18
C6H10N2, DFT ωB97M-V/def2-TZVPD
H 3.070 -0.124 0.064
N -1.807 1.074 -1.209
H 2.318 -0.814 -1.618
H -2.889 -1.127 0.966
H -2.226 1.699 -1.864
N -1.034 -1.457 0.337
C 2.384 -0.128 -0.748
H -3.469 0.899 0.269
H 2.309 0.835 -1.292
C 0.160 -1.105 -0.302
C -2.466 0.548 -0.290
H 1.972 0.632 1.923
C 1.065 0.494 1.344
H 0.739 1.500 1.051
H 0.402 -1.813 -1.106
C -2.062 -0.712 0.371
C 1.106 -0.274 0.080
H 0.427 -0.126 2.025
```

Calculated values
- Strongest force on any atom: 3.21 eV/A
- Relative energy (zero: lowest compared OMol25 entry of this formula, charge and spin): 299.0 kJ/mol
- SMILES string: [H]/N=C/C=N\C=C(C)C
- Frontier orbital gap: 8.00 eV
- DFT total energy: -344.02282 Eh
- Highest occupied orbital energy: -8.029 eV



# 3
Formula: C6H10N2
Source: OMol25
Level of theory: ωB97M-V/def2-TZVPD

```
18
C6H10N2, DFT ωB97M-V/def2-TZVPD
H -0.519 0.080 2.094
N -1.012 -1.229 0.576
H -1.702 2.810 -1.095
C -0.286 0.982 -0.160
C -1.142 2.058 -0.256
C 0.401 -0.098 -1.031
H 1.396 -1.198 1.676
H 0.629 0.182 -2.152
C -0.487 -1.297 -0.843
H -1.362 -1.016 -1.468
H -1.738 2.348 0.691
H 1.993 0.824 -0.176
H -0.023 -2.293 -0.942
C -0.250 0.098 0.997
H -2.083 -1.017 0.571
N 1.706 -0.245 -0.374
C 1.238 -0.251 0.961
H 1.705 0.646 1.382
```

Calculated values
- Strongest force on any atom: 6.04 eV/A
- Relative energy (zero: lowest compared OMol25 entry of this formula, charge and spin): 492.2 kJ/mol
- SMILES string: C=C1[C@@H]2CN[C@H]1CN2
- Frontier orbital gap: 9.85 eV
- DFT total energy: -343.94923 Eh
- Highest occupied orbital energy: -9.098 eV



# 4
Formula: C6H10N2
Source: OMol25
Level of theory: ωB97M-V/def2-TZVPD

```
18
C6H10N2, DFT ωB97M-V/def2-TZVPD
N 2.278 1.106 0.130
C 1.591 0.186 -0.750
C 0.205 -0.147 -0.223
N -0.721 1.031 -0.162
C 0.010 -0.866 1.099
H -2.830 0.216 -0.170
H 1.837 2.007 0.108
C -0.881 -0.821 -1.074
H 1.318 0.533 -1.782
H -0.928 -1.923 -1.102
H -1.919 -1.215 2.050
H -0.536 1.590 0.660
H 3.194 1.217 -0.268
H 2.166 -0.752 -0.808
C -1.760 -0.054 -0.015
H -1.021 -0.395 -2.079
H 0.751 -1.233 1.831
C -1.320 -0.796 1.261
```

Calculated values
- Strongest force on any atom: 1.92 eV/A
- Relative energy (zero: lowest compared OMol25 entry of this formula, charge and spin): 251.9 kJ/mol
- Frontier orbital gap: 9.77 eV
- DFT total energy: -344.04077 Eh
- Highest occupied orbital energy: -8.633 eV



# 5
Formula: C6H10N2
Source: OMol25
Level of theory: ωB97M-V/def2-TZVPD

```
18
C6H10N2, DFT ωB97M-V/def2-TZVPD
N 1.333 0.189 2.168
C 0.761 -0.621 1.365
C -0.591 -0.147 0.469
H 1.134 0.548 -2.160
C 0.914 1.103 -1.242
H -3.735 0.974 -1.436
H 0.751 2.146 -1.534
H -1.723 1.386 -2.315
N -2.971 0.626 -0.843
H 1.819 1.089 -0.631
C -0.287 0.570 -0.567
C 1.159 -2.065 1.296
H 0.560 -2.647 2.002
C -1.821 0.868 -1.342
H -1.523 -0.496 0.888
H 0.995 -2.472 0.295
H 2.214 -2.204 1.553
H 1.012 1.152 2.033
```

Calculated values
- Strongest force on any atom: 6.33 eV/A
- Relative energy (zero: lowest compared OMol25 entry of this formula, charge and spin): 268.2 kJ/mol
- SMILES string: [H]\N=C(C)/C=C(C)/C=N/[H]
- Frontier orbital gap: 9.89 eV
- DFT total energy: -344.03458 Eh
- Highest occupied orbital energy: -9.021 eV



# 6
Formula: C6H10N2
Source: OMol25
Level of theory: ωB97M-V/def2-TZVPD

```
18
C6H10N2, DFT ωB97M-V/def2-TZVPD
H 0.620 1.552 -1.566
H -0.973 -0.222 1.857
H -0.823 -2.464 0.063
C 1.331 0.404 -0.071
C -0.855 -1.467 -0.545
C 0.741 -0.921 -0.380
H -0.778 -2.167 -1.405
C 0.461 1.476 -0.391
N 1.220 -0.619 1.057
H 2.417 0.693 -0.210
N -1.636 -0.265 -0.326
H 1.609 -1.642 -0.809
H -2.484 0.650 1.294
C -0.968 1.024 -0.141
H 0.772 2.611 -0.121
C -1.563 0.231 1.032
H 2.376 -0.749 1.104
H -1.465 1.875 -0.442
```

Calculated values
- Strongest force on any atom: 5.99 eV/A
- Relative energy (zero: lowest compared OMol25 entry of this formula, charge and spin): 631.7 kJ/mol
- SMILES string: C1[C@@H]2CN2C[C@@H]2N[C@H]12
- Frontier orbital gap: 9.33 eV
- DFT total energy: -343.89610 Eh
- Highest occupied orbital energy: -8.527 eV